Here is a structure of composition C23H39BCl2F5O12Pt in a non-equilibrium geometry from the Open Molecules 2025 dataset. Energies are from the ωB97M-V functional and the def2-TZVPD basis.

## Properties
**Lowest unoccupied orbital energy (alpha / beta)**: 0.65 / -0.20 eV
**HOMO-LUMO gap (alpha / beta)**: 5.40 / 8.66 eV
**E_HOMO (alpha / beta)**: -4.75 / -8.87 eV
**⟨S²⟩**: 3.753

```
! RIJCOSX wB97M-V def2-TZVPD def2/J DEFGRID3
* xyz 0 4
C -2.85364 -1.43448 4.39034
H -1.02951 2.98240 3.85340
H 0.78122 -0.63034 5.67073
C -0.63134 2.31761 3.08685
F -2.13113 0.81793 0.49631
H 3.59548 -2.95661 0.74549
C -2.46379 -3.81851 -0.96298
C 1.57142 -0.98449 -3.50481
O 1.76012 4.47384 -2.64603
H -0.83627 -0.48246 -2.99575
C 1.70430 -0.26411 5.22138
Pt 1.59881 0.62182 -0.46766
H -0.53482 1.87748 -3.81629
H 2.39852 0.83772 -4.89953
C -4.10970 -1.66397 4.97636
H -4.71571 2.61285 0.75166
H -1.45424 1.33721 -5.22551
C -2.67914 -1.29647 3.03129
H -5.85570 -1.99691 2.07022
H 2.75912 -2.26580 2.15805
H 2.88253 -2.08784 5.32374
H -3.12189 -3.79762 -0.09432
H 3.98962 0.72136 -5.52441
O 1.12076 0.45612 1.70228
C 0.96602 0.47560 2.93486
H 0.29785 1.27547 -5.11779
C 2.22093 3.23997 -2.52501
H -1.70689 -1.08105 2.61329
H -4.32331 -1.68843 6.03475
Cl -5.00962 4.71739 -0.27101
H 3.90208 -0.65679 5.42209
H 4.38782 -2.77963 -3.64553
C -4.07511 3.48040 0.59323
Cl -3.76171 4.09675 2.23072
H -6.14408 -2.18445 4.58278
O 1.60982 -3.56373 1.14100
H 4.27892 -1.10312 -3.16996
B -1.16890 1.07729 -0.49969
H -0.80652 -2.76445 -1.90527
H 0.59251 4.80565 -1.05972
C -5.04531 -1.76228 2.74449
H 2.79254 -1.05069 6.77515
O 3.30615 3.20296 -3.35463
O 1.61878 -0.39685 3.81295
F -0.27108 1.97907 0.03995
C -0.62311 1.09021 -4.56496
O 1.66607 -0.35444 -2.47682
O 0.17017 1.24840 3.62225
O -0.22930 -3.44511 -0.04077
C -3.79172 -1.41869 2.20298
H 0.24261 5.78616 -2.56331
C 3.32120 1.40830 -5.00534
H 3.31428 -2.30331 -2.22503
H -1.40106 -0.83337 -4.68224
H -0.33655 4.09565 -2.37347
C -0.65160 -0.34310 -4.06091
C 2.89748 -3.16421 1.55654
C 0.45827 4.80453 -2.14142
O 0.57891 -1.00434 -4.38213
H 4.94807 2.41278 -4.03744
C 3.72228 -2.03977 -3.20083
H 4.10233 1.33017 -2.88326
H -2.16576 -4.85301 -1.13359
H 1.80589 0.79110 5.47495
C 2.92797 -1.06355 5.69368
O 1.27878 -1.76069 -0.24529
F -1.71511 1.77666 -1.57953
O 1.75449 2.30447 -1.88417
C -1.22129 -2.89635 -0.90593
H -1.47854 1.93456 2.51796
H -1.54552 -1.91948 -0.54719
H 3.06490 2.18315 -5.72784
O 2.51951 -1.88899 -3.99319
H -0.05399 2.86157 2.33926
F -1.78405 -1.17659 5.16790
C 0.92517 -2.85190 0.24529
H -3.14002 3.31065 0.05948
C -5.21369 -1.88221 4.12516
C 3.98225 2.02251 -3.71653
F -0.46958 -0.00458 -0.87716
H -3.11556 -3.51597 -1.78259
H -3.52589 -1.39515 1.15647
H 3.37548 -3.94212 2.15192
*
```

Results of the Mulliken charge analysis, in e, for atoms 1 through 2: C 0.199; H 0.345


Here is a structure of composition C29H32AsN2O7P3Pt from the Open Molecules 2025 dataset. Energies are from the ωB97M-V functional and the def2-TZVPD basis.

## Properties
**Lowest unoccupied orbital energy**: 0.10 eV
**HOMO-LUMO gap**: 8.80 eV
**E_HOMO**: -8.70 eV

```
! RIJCOSX wB97M-V def2-TZVPD def2/J DEFGRID3
* xyz 0 1
Pt -0.60195 -1.87438 -2.20382
H 3.32339 0.31020 -3.97527
O -1.37792 1.40379 -3.95010
C -1.07981 2.07400 0.16786
H 1.81872 2.09408 7.17370
C 3.36414 0.28147 1.98905
H -2.75304 0.94675 -2.25827
H 3.66486 1.23285 1.56789
C 1.72361 -1.05401 3.14969
H 3.51921 0.08881 -2.22916
C -4.79562 0.73300 -1.65006
H -5.15986 1.37058 -2.44471
H -2.20828 2.82539 5.92433
H 3.97001 -2.71839 -4.81853
C 1.56437 2.33401 -0.63285
O 0.85774 0.12526 -4.40409
H -2.13210 0.83499 4.49499
H 0.32676 -1.59120 1.00876
P -0.48069 0.61632 -4.81790
H 4.47739 -2.88991 2.39903
P -1.19282 -0.65639 -0.46671
C -3.85334 -0.94074 0.35497
C -3.43452 0.50295 -1.53652
C -1.02390 -0.57748 2.36423
H -1.04548 1.92820 -6.39669
H -3.49481 -1.61138 1.12628
H 2.27162 -3.10070 3.48389
C 3.70590 -0.35544 -3.20292
H 5.17986 -0.72393 1.43560
C -0.42760 3.28876 0.31059
As -0.05420 -1.30243 3.92963
H 4.77573 -0.52429 -3.32552
H 1.47879 1.03115 2.66057
C 2.57876 -2.14724 3.06973
H -0.67441 0.44473 2.22090
C 2.12855 -1.97210 -2.42715
H -2.38218 -2.86372 -6.37371
H 2.69704 -1.57082 -5.35797
C -0.10340 0.32637 5.00919
C -0.20028 2.59041 6.64179
C 0.89571 3.41995 -0.08780
H 1.42327 0.27633 -1.21749
C -1.30541 2.22915 5.88615
C 2.12839 0.16395 2.60491
C 4.21285 -0.81732 1.91374
P -1.68647 -2.04482 -4.51016
C -5.21562 -0.70741 0.23204
O -0.42629 -2.82974 -4.14526
O -2.67637 -2.82895 -5.45617
C 2.98341 -2.30705 -4.60790
C -1.25754 1.10159 5.07689
H 1.90784 0.10356 5.73526
N 1.32801 -2.28733 -1.62518
H 2.59121 2.43895 -0.96096
H -6.74719 0.31445 -0.86295
H 1.40016 4.37197 0.01587
N 2.99856 -1.63020 -3.30421
H -1.20572 -2.41357 1.17897
H -0.23593 3.46991 7.27148
C -5.68413 0.13406 -0.76608
C 0.91307 1.11925 -0.77459
O -1.36993 -0.74664 -5.31949
C -2.96163 -0.32447 -0.51648
O -0.32575 1.29990 -6.26828
C 3.82081 -2.03115 2.45515
C 0.99884 0.69263 5.77738
O -2.40840 -1.75885 -3.18201
H -5.90835 -1.18645 0.91162
H -2.11431 1.98190 0.47305
H -2.08981 -0.53265 2.58702
C 0.95189 1.81824 6.58664
H 2.23069 -3.09030 -4.59321
C -0.74962 -1.42202 1.12674
H -0.95707 4.13598 0.72635
C -0.40946 0.97761 -0.37176
*
```

Results of the Mulliken charge analysis, in e, for atoms 1 through 2: Pt 2.147; H 0.276


Here is a cluster of 19 separate species, C38H114O34 in total in a non-equilibrium geometry from the Open Molecules 2025 dataset. Energies are from the ωB97M-V functional and the def2-TZVPD basis.

## Properties
**Lowest unoccupied orbital energy**: -0.10 eV
**HOMO-LUMO gap**: 9.33 eV
**E_HOMO**: -9.44 eV

```
! RIJCOSX wB97M-V def2-TZVPD def2/J DEFGRID3
* xyz 0 1
H 3.17280 5.42213 -3.56236
O 1.44979 4.44854 2.65313
H 0.66539 -1.28882 1.20268
O 1.11309 6.46509 -0.18619
H -3.76511 3.61491 -0.84369
H 0.38856 2.12390 6.08020
C 6.19146 3.26367 -1.72070
H -0.46737 -4.53888 -4.09389
H -1.27805 -6.45402 -3.47194
H 2.56384 -1.74174 -4.31949
O -2.12640 -6.12846 -3.24928
H 1.54824 -0.45729 -1.95123
H 0.31762 -0.61392 4.74419
H 3.56268 1.54413 1.55895
H 2.28097 -3.14746 4.62356
O -3.59487 -1.21551 -3.59809
O -4.70015 -0.36425 1.76743
O -2.68525 -0.22940 3.86173
H 1.29814 -3.97168 -0.58186
H 1.87720 3.66888 2.98670
H 2.43313 -5.53038 0.83639
H 0.30362 -7.13598 0.49451
H -3.33334 -0.28183 -3.41367
H -6.81109 -0.45697 1.85557
C 0.06519 -1.16130 0.27876
O -4.91275 -5.22626 2.40064
H 1.30290 -2.35403 -3.23734
H 0.74597 1.69233 1.95761
H 3.96681 1.07365 -0.87848
C 3.19694 -2.58494 4.36065
H -2.98310 2.12952 -2.92124
O 0.84423 -4.77192 -0.24328
H 0.06083 5.58420 -3.21739
O -5.51881 -1.59551 -0.48279
H 5.24738 3.43145 -6.73051
H -5.71601 -3.33130 2.25347
C 2.26008 -1.85003 -3.29030
C -1.10426 1.55375 -3.07473
H 5.39592 0.07707 -0.38068
H -5.74529 -5.74212 2.42924
H -1.06325 -5.91321 2.91588
C 2.45510 6.91523 -0.36201
O 4.12875 -3.00356 5.32651
H -5.68432 2.47157 4.06820
H -7.12055 1.82864 2.80077
H 6.20551 5.28236 -2.58679
H -1.15058 1.31348 5.68284
O -7.21216 -5.05236 1.11671
C -1.41376 -0.93047 0.64333
H 4.99981 2.21859 0.74305
C 0.01661 -4.11621 3.01081
H -2.21955 4.49271 -0.32433
C 0.72334 3.27502 0.74154
H -0.63279 -3.10212 -3.02391
O 1.35816 2.08840 1.28185
H 5.25010 1.93685 -2.66599
H -3.14738 5.32535 1.57853
H 4.78765 -2.31883 5.52465
O 0.60767 -0.12515 -0.57664
H 0.78655 1.23074 -4.11056
H -4.41174 -2.41576 3.97231
C 3.51624 5.86105 -0.24385
H 4.50549 6.25670 -0.52552
C 0.25762 4.05731 1.89420
H 7.18449 3.33355 -1.26119
H -5.16755 -1.21723 0.33120
C 1.88516 -5.77298 -0.07686
O 6.05953 1.90854 -2.06165
C -5.16541 -4.08999 1.64807
H -1.94573 -1.26045 5.45860
H 1.06862 -7.62695 -1.01506
H 0.82554 5.97945 -0.94925
O -1.91634 -3.29546 -4.67465
H -2.04730 -0.62900 -0.20523
O 2.12103 -0.47839 -2.77108
O -2.53017 1.36710 -3.28956
C 4.37343 0.41969 -0.10152
H -4.38884 -0.07591 -1.23995
C 3.76342 1.17197 -5.04476
H -3.49095 -2.30699 -1.81445
C 4.52368 1.28116 1.11715
H 1.92641 5.40860 -5.96064
H 0.11551 -2.06014 -0.30763
H -0.90484 2.59701 -2.76034
C -3.09867 3.89296 0.01848
C 1.42171 4.05417 -3.42505
H 2.85057 -2.14101 -0.60304
H 3.80752 -3.84621 2.70489
H -0.72054 0.88455 -2.32802
H -0.56298 0.19955 -4.65038
O 4.76630 3.14934 -5.94691
H -3.30765 2.47824 1.32103
H 0.77863 0.69933 -0.04714
H -0.11783 3.07041 0.07730
C -3.85767 -2.10427 4.85898
H 3.51225 -3.57803 -2.92470
C -5.98364 -0.05179 2.44711
O -2.59695 2.81551 0.75857
C 5.03926 1.79855 -5.68459
C 2.47101 4.85110 -4.17651
H -6.23359 -3.67197 -0.20495
O 3.53374 -0.74889 0.11906
C -2.51817 -1.45802 4.55775
H 5.98645 1.65886 -5.15822
H 6.91544 4.01960 -3.53461
H 2.98165 -1.51722 4.51581
C -3.84850 4.94217 0.79973
H 1.86866 3.51466 -2.61723
H -1.55710 -0.09367 1.34082
H 0.02186 0.46103 6.74525
H -4.06393 5.74780 0.11607
H -1.05817 -4.95288 1.35117
H 1.51218 0.68747 4.48670
H 1.97990 -7.72562 0.51400
H -1.45412 1.87422 -5.73293
C 0.46355 0.45968 4.67513
H -0.43418 3.48325 2.53985
C -1.20563 -3.88020 -3.58732
O 4.72183 -1.97191 2.48280
H -1.90934 -1.85445 1.03156
H -3.99399 -0.33409 2.43503
H -2.41270 -2.54099 -4.31982
C -0.07076 1.18105 5.89421
H 3.23698 5.05813 -0.96984
H 5.39259 3.50257 -0.98112
H 1.00575 -4.44105 2.72073
H 2.63734 -5.72129 -0.87208
C 3.28573 -2.61031 -2.44971
C 3.58014 -2.80501 2.91286
O 1.78640 5.73069 -5.06525
H 2.94786 1.51245 -5.67818
H -4.22074 -3.61076 1.31742
O 0.41086 4.83307 -2.72295
H 5.15426 4.17140 -3.43283
C -6.11796 1.50999 2.48208
H 4.63181 -1.05236 2.78683
O 3.70838 5.36150 1.06684
C -2.01096 -4.80270 -2.67540
C 6.08794 4.24967 -2.87160
H 6.18551 0.50741 1.90895
O -2.25936 -4.40707 3.03991
O -0.62112 2.15116 -5.36386
H -3.19098 0.38407 4.42882
C -1.09167 -4.92310 2.46082
H -1.53327 -4.88169 -1.69841
H -5.29167 -1.35185 6.12068
O -4.60723 -1.00237 5.52184
O -0.17231 0.83060 3.43039
H 2.73473 7.70268 0.34310
H -4.87448 -2.64578 -2.91835
H -0.87417 -3.98821 4.74014
H -3.04090 -4.53907 -2.55967
O 2.65545 -2.90803 -1.19845
O 3.68237 1.60668 -3.71857
O 0.02269 -4.12154 4.47203
H 3.81059 0.09496 -5.06694
H -4.96221 3.92401 2.05062
C 1.23555 -7.15442 -0.03805
C -6.05445 -4.48496 0.48554
H -0.26327 4.91204 1.51185
H 2.45393 7.34092 -1.38027
H 5.11526 1.36797 -6.73993
H 2.87776 5.26519 1.59415
H 3.04578 4.06871 -4.70776
H 2.68411 -2.56411 2.36318
H 1.49489 3.76831 0.13156
H 3.04485 1.02030 -3.22661
C -5.04087 -0.87721 -1.62240
C -0.28731 1.22929 -4.31782
C -4.20697 -1.83844 -2.49827
H -0.19358 -3.10673 2.67373
H -5.95024 -0.45101 -2.04617
H -5.98864 1.85738 1.45241
O -5.14515 2.16302 3.32898
H -1.86287 -2.10034 3.95339
H 4.17525 -1.97108 -2.30105
H -7.74211 -5.61132 0.52515
H -3.77083 -2.88093 5.63907
H -3.00805 -4.99113 2.83695
H 3.84861 -1.17516 0.92384
O 5.25052 0.68282 2.16440
O -5.09710 4.56771 1.34364
H -1.08255 0.46300 3.48532
H -5.59259 -5.30677 -0.04978
H -6.01160 -0.47690 3.44270
H 1.01372 3.36357 -4.13746
*
```

Results of the Mulliken charge analysis, in e, for atoms 1 through 2: H 0.228; O -0.714


Please write out number 2 again, unchanged.
Here is a structure of composition C29H32AsN2O7P3Pt from the Open Molecules 2025 dataset. Energies are from the ωB97M-V functional and the def2-TZVPD basis.

## Properties
**Lowest unoccupied orbital energy**: 0.10 eV
**HOMO-LUMO gap**: 8.80 eV
**E_HOMO**: -8.70 eV

```
! RIJCOSX wB97M-V def2-TZVPD def2/J DEFGRID3
* xyz 0 1
Pt -0.60195 -1.87438 -2.20382
H 3.32339 0.31020 -3.97527
O -1.37792 1.40379 -3.95010
C -1.07981 2.07400 0.16786
H 1.81872 2.09408 7.17370
C 3.36414 0.28147 1.98905
H -2.75304 0.94675 -2.25827
H 3.66486 1.23285 1.56789
C 1.72361 -1.05401 3.14969
H 3.51921 0.08881 -2.22916
C -4.79562 0.73300 -1.65006
H -5.15986 1.37058 -2.44471
H -2.20828 2.82539 5.92433
H 3.97001 -2.71839 -4.81853
C 1.56437 2.33401 -0.63285
O 0.85774 0.12526 -4.40409
H -2.13210 0.83499 4.49499
H 0.32676 -1.59120 1.00876
P -0.48069 0.61632 -4.81790
H 4.47739 -2.88991 2.39903
P -1.19282 -0.65639 -0.46671
C -3.85334 -0.94074 0.35497
C -3.43452 0.50295 -1.53652
C -1.02390 -0.57748 2.36423
H -1.04548 1.92820 -6.39669
H -3.49481 -1.61138 1.12628
H 2.27162 -3.10070 3.48389
C 3.70590 -0.35544 -3.20292
H 5.17986 -0.72393 1.43560
C -0.42760 3.28876 0.31059
As -0.05420 -1.30243 3.92963
H 4.77573 -0.52429 -3.32552
H 1.47879 1.03115 2.66057
C 2.57876 -2.14724 3.06973
H -0.67441 0.44473 2.22090
C 2.12855 -1.97210 -2.42715
H -2.38218 -2.86372 -6.37371
H 2.69704 -1.57082 -5.35797
C -0.10340 0.32637 5.00919
C -0.20028 2.59041 6.64179
C 0.89571 3.41995 -0.08780
H 1.42327 0.27633 -1.21749
C -1.30541 2.22915 5.88615
C 2.12839 0.16395 2.60491
C 4.21285 -0.81732 1.91374
P -1.68647 -2.04482 -4.51016
C -5.21562 -0.70741 0.23204
O -0.42629 -2.82974 -4.14526
O -2.67637 -2.82895 -5.45617
C 2.98341 -2.30705 -4.60790
C -1.25754 1.10159 5.07689
H 1.90784 0.10356 5.73526
N 1.32801 -2.28733 -1.62518
H 2.59121 2.43895 -0.96096
H -6.74719 0.31445 -0.86295
H 1.40016 4.37197 0.01587
N 2.99856 -1.63020 -3.30421
H -1.20572 -2.41357 1.17897
H -0.23593 3.46991 7.27148
C -5.68413 0.13406 -0.76608
C 0.91307 1.11925 -0.77459
O -1.36993 -0.74664 -5.31949
C -2.96163 -0.32447 -0.51648
O -0.32575 1.29990 -6.26828
C 3.82081 -2.03115 2.45515
C 0.99884 0.69263 5.77738
O -2.40840 -1.75885 -3.18201
H -5.90835 -1.18645 0.91162
H -2.11431 1.98190 0.47305
H -2.08981 -0.53265 2.58702
C 0.95189 1.81824 6.58664
H 2.23069 -3.09030 -4.59321
C -0.74962 -1.42202 1.12674
H -0.95707 4.13598 0.72635
C -0.40946 0.97761 -0.37176
*
```

Results of the Mulliken charge analysis, in e, for atoms 1 through 2: Pt 2.147; H 0.276